(1)
Here is the ion C4H9N2 with charge +1 from the OMol25 dataset. Energies are from the ωB97M-V functional and the def2-TZVPD basis.

The total energy comes out at -7266.258 eV. As for the SMILES: C=C(N)/[NH+]=C/C. The spin multiplicity is 1. The calculation puts the energy above the lowest of the compared OMol25 structures with the same formula, charge and spin at 43.5 kcal per mole. As for the orbital gap: 7.77 eV. Its charge is +1. For the HOMO energy, the calculation gives -12.92 eV. The molar mass comes out at 85.13 g mol⁻¹. As for the LUMO energy: -5.1 eV.

CARTESIAN COORDINATES (ANGSTROEM)
C1 0.4488 1.0823 -0.5306
C2 0.9145 2.1901 0.1009
C3 -0.4111 -0.8018 1.0473
C4 -0.8971 -2.1728 1.0567
N1 -0.0423 -0.1897 -0.0421
N2 0.3257 1.0783 -1.9057
H1 0.9360 2.2718 1.1726
H2 1.2594 3.0258 -0.4725
H3 -0.3480 -0.2650 1.9895
H4 -1.9636 -2.1642 1.3111
H5 -0.4131 -2.7320 1.8603
H6 -0.7717 -2.6856 0.1047
H7 -0.1694 -0.7742 -0.8750
H8 0.6553 1.9043 -2.3820
H9 0.4767 0.2326 -2.4353

(2)
Here is a cluster of 2 separate species, C6H16 in total from the OMol25 dataset. Energies are from the ωB97M-V functional and the def2-TZVPD basis.

The total energy comes out at -6480.199 eV. As for the SMILES: CC(C)C.CC. The spin multiplicity is 1. The calculation puts the energy above the lowest of the compared OMol25 structures with the same formula, charge and spin at 33.6 kcal per mole. As for the orbital gap: 12.08 eV. For the HOMO energy, the calculation gives -10.94 eV. The molar mass comes out at 88.19 g mol⁻¹. As for the LUMO energy: 1.1 eV.

CARTESIAN COORDINATES (ANGSTROEM)
C1 0.3025 -0.3212 -1.3258
C2 0.9099 -0.6529 -2.6570
C3 1.3353 -0.6078 -0.1645
C4 -0.0980 1.1403 -1.1998
H1 -0.5316 -1.0321 -1.1249
H2 1.5565 -1.5538 -2.5393
H3 1.5834 0.0181 -3.0917
H4 2.2276 0.0569 -0.3728
H5 0.9201 -0.5112 0.8762
H6 1.8401 -1.5886 0.0748
H7 0.8038 1.7737 -1.0338
H8 -0.6904 1.4552 -2.0486
H9 -0.7103 1.4531 -0.3489
H10 0.1924 -0.9583 -3.3017
C5 -0.6852 0.0210 3.0161
C6 -1.7876 0.4171 1.9611
H11 0.3297 0.5076 2.7622
H12 -0.8528 0.2274 4.0836
H13 -0.5245 -1.0575 2.9305
H14 -2.7369 0.3939 2.4885
H15 -1.7870 -0.4725 1.2699
H16 -1.4817 1.3085 1.5953

(3)
Here is a structure of composition C18H30INO5OsSSi2 from the OMol25 dataset. Energies are from the ωB97M-V functional and the def2-TZVPD basis.

The total energy comes out at -68040.405 eV. The spin multiplicity is 1. The calculation puts the energy above the lowest of the compared OMol25 structures with the same formula, charge and spin at 24.8 kcal per mole. As for the orbital gap (alpha / beta): 6.70 / 6.51 eV. For the HOMO energy (alpha / beta), the calculation gives -8.64 / -8.49 eV. The molar mass comes out at 745.81 g mol⁻¹. As for the LUMO energy (alpha / beta): -1.9 / -2.0 eV.

CARTESIAN COORDINATES (ANGSTROEM)
Os1 0.6557 -0.5933 0.4034
C1 -0.3299 -0.8776 5.0958
Si1 0.7618 -1.1501 3.5967
C2 2.5368 -1.1056 4.1810
C3 0.3629 -2.8390 2.8854
C4 0.2627 0.1348 2.2759
Si2 0.5209 1.9988 2.5828
C5 -0.8706 2.9209 1.7493
C6 2.1555 2.7037 2.0306
C7 0.3816 2.3243 4.4234
H1 -0.3715 -1.8053 5.6763
H2 -1.3549 -0.6069 4.8291
H3 0.0717 -0.0983 5.7442
H4 3.1902 -1.7190 3.5607
H5 2.5808 -1.4923 5.2047
H6 2.9462 -0.0911 4.1853
H7 0.5755 -3.6266 3.6146
H8 0.9556 -3.0571 1.9912
H9 -0.6935 -2.9137 2.6100
H10 -0.8401 0.0582 2.2511
H11 -0.8780 2.7331 0.6742
H12 -0.7568 3.9969 1.9115
H13 -1.8398 2.6164 2.1549
H14 2.2367 2.7199 0.9407
H15 3.0074 2.1467 2.4229
H16 2.2230 3.7341 2.3931
H17 -0.5066 1.8673 4.8620
H18 0.3074 3.4076 4.5701
H19 1.2602 1.9715 4.9727
I1 3.1929 -0.4966 0.7458
C8 -2.4724 -0.0647 -6.1305
C9 -2.2178 -0.6194 -4.7551
C10 -2.9589 -0.1718 -3.6611
C11 -2.7062 -0.6527 -2.3871
C12 -1.6989 -1.5931 -2.2099
C13 -0.9589 -2.0670 -3.2811
C14 -1.2273 -1.5762 -4.5480
S1 -1.3709 -2.1552 -0.5777
O1 -2.3420 -3.1255 -0.2084
O2 0.0676 -2.5627 -0.4983
O3 -1.4199 -0.9169 0.2830
H20 -3.5058 0.2652 -6.2340
H21 -2.2676 -0.8098 -6.8996
H22 -1.8295 0.7967 -6.3289
H23 -3.7411 0.5638 -3.8061
H24 -3.2752 -0.3026 -1.5346
H25 -0.1741 -2.7972 -3.1243
H26 -0.6546 -1.9451 -5.3916
O4 -0.0702 1.2734 -0.8441
C15 0.5428 0.8533 -1.8476
C16 0.6923 1.5069 -3.1949
C17 1.6497 0.5403 -3.9047
C18 1.8527 -0.6147 -2.9129
O5 2.4793 -1.6176 -3.1207
N1 1.1660 -0.2949 -1.7443
H27 1.0911 2.5127 -3.0636
H28 -0.2838 1.5897 -3.6742
H29 2.6261 0.9828 -4.0991
H30 1.2640 0.1407 -4.8403

(4)
Here is a structure of composition C28H29AuCl3N6OS2Si from the OMol25 dataset. Energies are from the ωB97M-V functional and the def2-TZVPD basis.

The total energy comes out at -111295.241 eV. The spin multiplicity is 1. The calculation puts the energy above the lowest of the compared OMol25 structures with the same formula, charge and spin at 19.0 kcal per mole. As for the orbital gap (alpha / beta): 6.19 / 6.19 eV. Its charge is +1. For the HOMO energy (alpha / beta), the calculation gives -10.23 / -10.23 eV. The molar mass comes out at 861.13 g mol⁻¹. As for the LUMO energy (alpha / beta): -4.0 / -4.0 eV.

CARTESIAN COORDINATES (ANGSTROEM)
Au1 1.6515 2.1255 -1.2213
N1 2.4458 4.2589 2.4060
C1 2.5495 3.8971 1.1227
S1 1.4143 4.3663 -0.0250
N2 3.7201 3.2247 0.8646
N3 3.7918 2.5700 -0.2424
C2 5.0335 2.3214 -0.6323
C3 5.3718 1.8205 -1.9032
C4 6.6064 2.1724 -2.4938
C5 6.8673 1.8824 -3.7978
C6 5.9030 1.2130 -4.5865
C7 4.7753 0.7714 -3.9895
N4 4.5409 1.0116 -2.6503
H1 1.6928 4.8531 2.7022
H2 3.1904 4.0272 3.0430
H3 5.8355 2.7384 -0.0341
H4 7.3105 2.7253 -1.8876
H5 7.8073 2.1823 -4.2413
H6 6.0623 1.0306 -5.6383
H7 4.0061 0.1946 -4.4798
Cl1 -5.2896 -4.9857 0.0291
C8 -4.8883 -3.3268 0.3005
C9 -3.7540 -2.7891 -0.2823
C10 -3.4363 -1.4672 -0.0283
C11 -4.2223 -0.6552 0.7840
C12 -3.8601 0.7897 1.0249
C13 -3.6886 1.5932 -0.2621
N5 -2.4475 1.2951 -0.9730
C14 -2.3198 0.7001 -2.2080
C15 -0.9908 0.7111 -2.5047
N6 -0.3121 1.3174 -1.4707
C16 -1.2174 1.6509 -0.5691
O1 -2.6902 1.0500 1.8006
C17 -2.0580 -0.0046 2.5080
C18 -2.9297 -0.5608 3.5873
C19 -3.0321 -1.8786 3.9032
Cl2 -2.1920 -3.1827 3.1583
S2 -4.1236 -2.1757 5.1900
C20 -4.4645 -0.5033 5.3289
C21 -3.7657 0.2342 4.4279
C22 -5.3703 -1.2267 1.3285
Cl3 -6.4486 -0.3073 2.3320
C23 -5.7048 -2.5538 1.1055
H8 -3.1261 -3.4027 -0.9117
H9 -2.5445 -1.0568 -0.4749
H10 -4.6957 1.2633 1.5432
H11 -3.6884 2.6543 -0.0126
H12 -4.5239 1.4021 -0.9337
H13 -3.1712 0.3298 -2.7518
H14 -0.4881 0.3495 -3.3834
H15 -1.0285 2.1755 0.3518
H16 -1.1658 0.4596 2.9333
H17 -1.7315 -0.8055 1.8502
H18 -5.1682 -0.1564 6.0682
H19 -3.8415 1.3094 4.3411
H20 -6.5931 -2.9740 1.5545
C24 0.4645 -1.6062 -0.0901
Si1 2.0910 -2.1533 -0.8014
C25 3.2156 -2.8165 0.5252
C26 1.8593 -3.3580 -2.2024
C27 2.9593 -0.6768 -1.5305
C28 3.6619 0.1643 -2.0286
H21 -0.0479 -2.4550 0.3673
H22 -0.1886 -1.1848 -0.8619
H23 0.6163 -0.8524 0.6820
H24 2.7678 -3.6946 0.9964
H25 3.3876 -2.0700 1.3029
H26 4.1839 -3.1110 0.1170
H27 1.3925 -4.2760 -1.8384
H28 2.8154 -3.6264 -2.6554
H29 1.2178 -2.9424 -2.9820